Molecular formula: C22H27BrOTi
Method: DFT, the ωB97M-V functional and the def2-TZVPD basis

Output
Total charge   -1
E_HOMO (spin up / spin down)   -2.89 / -2.89 eV
Spin multiplicity   2
Frontier orbital gap (spin up / spin down)   5.14 / 5.18 eV

The geometry in XYZ format:
```
52
Properties=species:S:1:pos:R:3:forces:R:3:lowdin_spin:R:1
C 1.98565 -3.70745 -0.61896 1.138 0.801 -0.139 -0.01
C 2.95950 -2.79500 -0.09961 -0.289 -1.284 2.141 0.01
C 2.38835 -2.21920 1.12692 -0.586 -1.528 -0.902 0.03
H 4.01071 -2.76572 -0.35434 -0.159 -0.020 -0.047 0.00
C 0.95079 -2.50735 1.04851 1.861 -2.011 0.818 0.00
C 0.80111 -3.55406 0.08123 -0.811 0.877 0.787 -0.01
H -0.07861 -4.19946 0.02376 0.215 0.636 -0.494 0.00
H 2.20889 -4.47717 -1.35367 -0.309 0.523 -0.185 0.00
H 2.90941 -1.83941 1.97295 0.322 0.342 0.382 0.01
H 0.27611 -2.37504 1.88937 0.072 0.182 -0.457 0.00
Ti 1.96901 -0.72660 -0.22398 -3.842 1.189 -1.484 0.95
Br 3.50271 -0.05463 -1.81483 1.224 0.596 -0.891 0.00
C -1.69244 -1.46927 -2.47868 0.674 -0.666 -0.287 0.00
C -2.10590 -2.79792 -2.16176 0.869 0.739 -0.079 0.00
C -1.17185 -3.68126 -2.75699 -0.340 -0.197 -1.020 0.00
H -2.94019 -3.05561 -1.51460 0.092 -0.054 -0.161 0.00
C -0.26216 -2.94028 -3.56594 -0.444 0.743 1.385 0.00
C -0.53450 -1.55296 -3.32310 -0.194 -0.765 0.445 0.01
H 0.14090 -0.74015 -3.59037 -0.402 -0.088 -0.261 0.00
H -2.17202 -0.55218 -2.15467 0.033 -0.040 0.068 0.00
H -1.25493 -4.77223 -2.76340 0.031 0.270 0.076 0.00
H 0.55894 -3.32938 -4.15786 -0.057 -0.027 0.088 0.00
C 0.17303 2.02755 -2.60173 0.100 -0.063 0.031 0.00
C -0.36819 3.00353 -1.56636 0.146 0.617 -0.521 0.00
C -1.76272 3.49052 -2.03408 -0.055 -0.016 0.154 0.00
C -0.37398 2.72804 -0.08142 0.289 -0.141 1.114 0.00
C -0.57082 3.87427 0.69506 -0.524 -0.378 0.560 0.00
C -0.68969 3.83593 2.08022 0.155 0.374 0.159 0.00
C -0.57584 2.63444 2.77646 -0.402 -0.022 -0.839 0.00
C -0.35019 1.46845 2.06296 0.425 0.248 -0.315 0.00
C -0.20617 0.14020 2.77562 -0.254 -0.222 -0.505 0.00
C 1.14296 0.00515 3.47241 0.141 0.059 0.171 0.00
C -1.37292 -0.16068 3.72308 0.045 0.142 -0.027 0.00
C -0.08180 1.55665 0.66224 0.106 0.513 0.335 0.00
O 0.64219 0.58315 0.12069 0.736 -1.305 -0.541 0.00
H -0.50297 1.19265 -2.80157 0.134 -0.031 0.212 0.00
H 1.16509 1.65525 -2.33666 -0.190 -0.068 -0.064 0.00
H 0.26638 2.59437 -3.53876 0.031 -0.197 0.110 0.00
H 0.29311 3.88699 -1.62393 -0.188 -0.125 -0.191 0.00
H -2.52767 2.69495 -1.97503 0.404 0.234 0.015 0.00
H -2.10656 4.34589 -1.43639 0.002 -0.260 -0.130 0.00
H -1.68949 3.82047 -3.07781 -0.071 -0.092 0.143 0.00
H -0.62650 4.82463 0.17772 -0.146 0.068 0.077 0.00
H -0.87168 4.75658 2.62756 0.128 -0.036 -0.064 0.00
H -0.64649 2.59339 3.85378 -0.160 0.091 0.102 0.00
H -0.27075 -0.63522 2.00654 0.095 0.409 0.069 0.00
H 1.19961 0.68710 4.33159 -0.004 -0.122 -0.093 0.00
H 1.27629 -1.02309 3.83460 0.099 0.186 -0.009 0.00
H 1.97561 0.26348 2.80172 -0.230 -0.116 0.129 0.00
H -2.32255 -0.13258 3.17107 0.221 -0.005 0.192 0.00
H -1.24235 -1.16612 4.14702 -0.095 0.220 0.005 0.00
H -1.42441 0.56640 4.54338 -0.036 -0.180 -0.061 0.00
```
Positions in Å, forces in eV/Å.

***

Molecular formula: C3H5NO2
Method: DFT, the ωB97M-V functional and the def2-TZVPD basis

Output
E_HOMO   -9.84 eV
Energy relative to the best compared isomer or geometry (same formula, charge and spin)   283.8 kJ/mol
Frontier orbital gap   10.62 eV

The geometry in XYZ format:
```
11
Properties=species:S:1:pos:R:3:forces:R:3:lowdin_charge:R:1
C 0.45771 -0.47112 0.73395 0.586 3.052 -1.767 0.03
C -0.57306 0.37589 0.00859 1.932 3.237 0.824 -0.38
O -0.14472 1.83835 0.07579 0.398 -2.853 0.733 -0.02
N -1.35110 0.15212 -1.17713 -0.827 1.896 4.340 0.23
C -1.95424 0.03329 0.06257 -1.436 -0.239 -2.090 -0.39
O -2.99837 -0.34004 0.49904 -0.093 0.126 0.783 0.12
H 0.69277 0.18014 1.56574 0.306 -0.434 0.473 0.10
H 1.32125 -0.60299 0.10664 0.613 0.201 -0.193 0.09
H 0.13320 -1.41214 0.96826 -1.214 -2.185 0.930 0.06
H -0.78683 2.40899 -0.34360 -0.536 -0.239 -0.298 0.07
H -1.45056 -0.33029 -1.96852 0.270 -2.562 -3.736 0.08
```
Positions in Å, forces in eV/Å.

***

Molecular formula: C20H25MnN2O2S
Method: DFT, the ωB97M-V functional and the def2-TZVPD basis

Output
Total charge   +1
E_HOMO (spin up / spin down)   -11.29 / -11.30 eV
Spin multiplicity   2
Frontier orbital gap (spin up / spin down)   5.86 / 6.85 eV

The geometry in XYZ format:
```
51
Properties=species:S:1:pos:R:3:forces:R:3:lowdin_spin:R:1
Mn -0.12129 0.38555 0.17274 -0.581 -0.041 1.184 1.31
O 1.62245 0.48579 0.40211 -0.789 0.876 -0.868 0.02
C 2.50449 -0.26229 1.04439 0.584 -1.258 0.735 0.01
C 3.79763 0.21511 1.27080 -0.467 0.272 -0.160 -0.01
C 4.70304 -0.54153 1.98170 0.037 -0.296 0.129 0.00
C 4.35231 -1.80105 2.47821 0.247 0.219 0.015 -0.01
C 3.10437 -2.30893 2.21878 -0.419 -0.034 -0.172 0.00
C 2.15624 -1.56447 1.49364 0.738 0.730 -0.019 0.00
C 0.89454 -2.13697 1.16782 -1.021 -0.033 -0.422 -0.01
N -0.07911 -1.48964 0.59947 1.047 -0.023 0.424 -0.02
N -1.22843 -2.17289 0.32538 -0.977 -0.293 -0.295 -0.01
C -2.09756 -1.37583 -0.22725 0.799 -1.032 0.742 0.01
O -1.76520 -0.11010 -0.41579 0.500 0.914 -0.817 -0.02
C -3.42182 -1.84556 -0.62112 -0.318 0.244 -0.089 0.00
C -3.76022 -3.19555 -0.53164 0.095 0.004 0.046 0.00
C -5.03042 -3.60752 -0.88921 -0.005 -0.052 -0.002 0.00
C -5.96883 -2.68346 -1.33161 0.023 0.020 0.015 0.00
C -5.63401 -1.33949 -1.42560 -0.081 -0.022 -0.024 0.00
C -4.36389 -0.92019 -1.07467 0.147 -0.042 0.045 0.00
H 4.05710 1.19190 0.88382 0.024 -0.004 0.023 0.00
H 5.70087 -0.15841 2.14871 -0.014 0.015 0.024 0.00
H 5.06353 -2.37401 3.05613 0.014 -0.010 -0.041 0.00
H 2.82792 -3.29446 2.57405 0.023 -0.009 -0.029 0.00
H 0.71403 -3.18682 1.37696 -0.032 -0.023 0.038 0.00
H -3.02352 -3.90596 -0.18223 -0.017 0.002 -0.006 0.00
H -5.29279 -4.65489 -0.82361 0.002 0.009 0.005 0.00
H -6.96277 -3.01533 -1.60079 0.003 0.016 -0.019 0.00
H -6.36404 -0.62087 -1.77306 0.004 -0.005 0.002 0.00
H -4.08795 0.12282 -1.14475 -0.030 0.010 -0.024 0.00
C 0.29863 2.88737 2.45529 -0.087 -0.139 -0.069 0.00
C -0.97999 2.04764 2.47402 0.183 0.014 -0.091 -0.02
C -1.62802 2.08709 3.86466 -0.021 -0.099 -0.085 -0.02
C -0.71507 0.58842 2.13741 0.117 0.647 0.262 -0.19
H 0.07875 3.94829 2.57978 -0.005 -0.003 0.035 0.00
H 0.85125 2.75137 1.52390 0.009 0.059 0.051 0.00
H 0.95775 2.58241 3.27121 0.010 0.011 0.005 0.00
H -1.70440 2.45657 1.76322 0.024 -0.039 -0.002 0.00
H -0.94446 1.67309 4.60844 -0.029 0.024 0.035 0.00
H -2.55126 1.50684 3.88398 -0.009 0.029 0.048 0.00
H -1.86178 3.11402 4.14465 0.012 0.015 0.014 0.00
H -1.62035 -0.00783 2.25670 0.083 -0.209 -0.379 -0.01
H 0.06321 0.18554 2.79125 0.176 -0.127 -0.299 -0.01
C -1.91599 3.33991 -0.77223 0.169 -0.158 -0.010 0.00
S -0.42341 2.40667 -1.18066 -0.071 0.006 -0.055 0.00
C 0.82278 3.71216 -1.07970 -0.078 -0.244 0.123 0.00
H -1.75048 3.92360 0.13061 -0.041 0.006 0.003 0.00
H -2.71625 2.61937 -0.61901 -0.015 0.019 -0.011 0.00
H -2.15535 3.99035 -1.60949 -0.025 0.006 0.001 0.00
H 0.68653 4.37371 -1.93117 0.009 0.003 -0.008 0.00
H 1.79959 3.23712 -1.13274 0.010 0.017 -0.002 0.00
H 0.71878 4.25921 -0.14577 0.044 0.006 -0.010 0.00
```
Positions in Å, forces in eV/Å.

***

Molecular formula: C4H8O2
Method: DFT, the ωB97M-V functional and the def2-TZVPD basis

Output
E_HOMO   -9.07 eV
Energy relative to the best compared isomer or geometry (same formula, charge and spin)   192.2 kJ/mol
Frontier orbital gap   9.76 eV

The geometry in XYZ format:
```
14
Properties=species:S:1:pos:R:3:forces:R:3:lowdin_charge:R:1
C 1.54976 1.00435 0.96162 0.027 -0.158 -0.036 0.01
C 1.71911 -0.31090 0.97606 0.022 0.349 0.246 -0.28
O 1.52736 -1.06928 -0.15155 -0.161 -0.168 0.022 -0.03
H 1.72869 1.59215 1.85417 0.039 -0.147 -0.100 0.06
H 1.21444 1.50625 0.06074 0.081 -0.023 0.164 0.04
H 2.04911 -0.85291 1.86358 -0.098 0.065 -0.166 0.11
H 1.37094 -1.98349 0.10721 0.140 0.069 -0.054 0.09
C -1.95198 -0.29046 -0.36131 0.044 0.059 0.084 -0.06
C -1.10482 0.42067 -1.38107 0.020 0.347 0.034 -0.32
O -0.68754 1.54779 -1.25151 -0.262 -0.537 -0.123 0.02
H -2.98522 -0.33881 -0.72898 0.155 0.001 0.018 0.08
H -1.92998 0.24602 0.58960 -0.008 -0.069 -0.129 0.08
H -1.60342 -1.32007 -0.22943 -0.033 0.140 -0.035 0.07
H -0.89645 -0.15130 -2.30912 0.033 0.073 0.074 0.12
```
Positions in Å, forces in eV/Å.

***

Molecular formula: C13H13F3N2
Method: DFT, the ωB97M-V functional and the def2-TZVPD basis

Output
Total charge   +2
E_HOMO   -16.94 eV
Frontier orbital gap   8.16 eV

The geometry in XYZ format:
```
31
Properties=species:S:1:pos:R:3:forces:R:3:lowdin_charge:R:1
F 0.09476 4.16916 0.94108 1.214 -0.034 -3.266 0.07
C 0.57285 4.37213 -0.38317 1.612 1.755 0.216 -0.37
F 1.08152 5.71346 -0.41730 -1.404 -3.490 0.119 0.07
F 1.72243 3.54741 -0.65727 -2.956 1.488 1.099 0.04
C -0.53523 4.19459 -1.51536 0.093 -0.309 -0.012 -0.04
C -1.66107 3.10045 -1.18690 -0.537 1.899 -0.791 -0.12
N -1.13633 1.74110 -0.85101 1.164 -4.318 1.879 -0.06
C -1.79991 1.01863 0.22950 1.586 -2.181 0.230 0.07
C -1.37809 -0.37502 0.73941 2.199 1.241 -2.780 0.07
C -0.15848 -1.07847 0.06864 -0.700 2.769 -1.602 -0.09
C 0.39309 -2.48754 0.53481 0.605 -2.200 2.086 -0.07
C 0.31191 -2.78543 2.08330 1.485 -2.595 -2.362 0.07
C 0.86064 -4.10781 2.65930 -0.736 2.595 -2.928 0.05
N 1.44333 -5.06594 1.76123 -1.353 3.053 -1.545 0.07
C 1.52152 -4.87283 0.31806 -1.128 2.646 0.527 0.06
C 1.00754 -3.58193 -0.37768 -0.216 -0.206 3.904 0.07
C 0.52461 -0.31355 -1.11521 -3.385 1.234 2.499 0.09
C -0.02631 1.09000 -1.51637 0.151 -2.174 1.326 0.08
H -0.03044 3.90375 -2.50900 -0.524 0.742 1.665 0.14
H -1.04934 5.22053 -1.65097 0.782 -1.763 0.245 0.16
H -2.29757 3.51999 -0.32107 1.039 -1.162 -1.277 0.15
H -2.32526 3.00700 -2.13062 1.036 0.090 1.630 0.17
H -2.68601 1.51906 0.76961 1.665 -0.644 -1.226 0.16
H -1.91576 -0.92636 1.59409 0.668 1.352 -1.588 0.13
H -0.15390 -2.01880 2.78116 0.853 -1.251 -0.976 0.12
H 0.79417 -4.24603 3.79858 0.374 -0.314 -2.111 0.16
H 1.82256 -5.93479 2.16468 -0.216 0.479 -0.365 0.17
H 2.00660 -5.70867 -0.29892 -0.846 1.350 1.228 0.16
H 1.08321 -3.40860 -1.51240 -0.064 -0.659 2.063 0.13
H 1.41525 -0.82203 -1.60720 -1.346 1.268 0.452 0.12
H 0.49773 1.61657 -2.39299 -1.116 -0.661 1.663 0.16
```
Positions in Å, forces in eV/Å.

***

Molecular formula: C14H13BHoI2O6RuS
Method: DFT, the ωB97M-V functional and the def2-TZVPD basis

Output
Total charge   +4
E_HOMO (spin up / spin down)   -21.10 / -22.49 eV
Energy relative to the best compared isomer or geometry (same formula, charge and spin)   0.0 kJ/mol
Spin multiplicity   10
Frontier orbital gap (spin up / spin down)   6.64 / 5.22 eV

The geometry in XYZ format:
```
39
Properties=species:S:1:pos:R:3:forces:R:3:lowdin_spin:R:1
I -1.70362 -2.92732 -1.66478 0.285 0.823 0.725 0.56
I 1.00927 -2.20329 -3.54150 -0.022 0.030 0.144 0.66
Ho 1.29077 -0.51713 -1.13016 0.634 0.366 -1.224 4.22
Ru -0.57441 0.67366 1.13643 0.121 -4.293 -3.476 0.82
S -1.05345 0.54772 -1.26154 0.226 1.302 0.702 0.62
C -2.05262 1.71222 1.56748 -5.991 5.214 2.495 0.10
C -0.14245 -0.01384 2.87780 0.881 0.544 4.748 0.09
C -1.41596 2.14864 -2.19131 -0.604 0.838 -1.463 0.07
C -0.96630 1.94396 -3.64016 0.103 -0.681 -0.005 0.01
C -0.64896 3.30154 -1.56414 0.356 -0.453 0.956 0.05
C -2.93564 2.30054 -2.09112 0.098 -0.347 0.283 0.02
C 2.96049 -0.15705 0.77776 2.880 0.454 4.452 0.02
C 0.83652 1.88581 1.13422 4.473 3.496 0.565 0.09
O 0.11966 -0.24089 3.97373 -0.721 0.083 -3.312 0.07
O -2.93868 2.43104 1.84767 4.252 -3.569 -1.470 0.06
O 3.54380 -0.04942 1.76567 -2.353 -0.467 -4.151 0.02
O 1.80399 2.54712 1.17743 -3.750 -2.297 -0.254 0.06
H -1.24692 2.84220 -4.22171 0.163 -0.437 0.232 0.00
H -1.45044 1.05914 -4.07615 -0.021 0.365 -0.091 0.00
H 0.12482 1.78548 -3.71554 -0.303 0.285 -0.026 0.00
H -0.90036 4.21866 -2.11547 -0.016 -0.227 -0.043 0.01
H 0.44199 3.15429 -1.61839 -0.258 0.181 -0.057 0.00
H -0.94389 3.45411 -0.52125 0.052 0.174 -0.102 0.00
H -3.23928 3.18085 -2.67054 0.024 -0.178 0.106 0.00
H -3.23187 2.43038 -1.04373 -0.158 0.089 -0.268 0.00
H -3.41108 1.40005 -2.50168 -0.159 0.395 0.026 0.00
O -0.98979 -2.93514 1.42513 0.862 -0.490 0.405 0.18
B -0.71978 -2.17028 0.27553 -0.231 -0.432 0.014 0.28
O 0.77030 -2.17346 0.14724 0.133 -0.078 0.216 0.14
C 1.23120 -3.16171 0.99491 1.917 -0.214 -1.352 0.17
C 2.45100 -3.78570 0.87903 -0.786 1.316 -0.374 0.02
C 2.57685 -4.98208 1.58444 1.245 0.483 -0.365 0.29
C 1.49221 -5.46443 2.34461 -1.846 -0.477 1.248 0.15
C 0.25915 -4.80333 2.44525 0.376 -0.663 0.674 0.00
C 0.15137 -3.61558 1.74485 -1.973 -0.665 0.063 0.20
H 3.19352 -3.33469 0.22211 0.163 -0.554 0.191 0.00
H 3.52854 -5.52048 1.54633 -0.361 -0.026 0.065 0.01
H 1.62457 -6.40811 2.87513 -0.101 0.136 -0.114 0.00
H -0.59282 -5.19094 3.01365 0.408 -0.024 -0.165 0.00
```
Positions in Å, forces in eV/Å.

***

Q: Which formula does entry 5 have?
A: C13H13F3N2